18
Properties=species:S:1:pos:R:3:forces:R:3:mulliken_charge:R:1 method="wB97M-V/def2-TZVPD" smiles="COC(=[NH2+])[C@H](C)N" de_lowest_kcal_mol=25.9 total_charge=+1 e_tot_ha=-343.52280 gap_ev=11.3 homo_ha=-0.5336
C -0.3586 -0.3402 0.0336 0.917 -0.130 1.115 0.318
C 1.0294 0.1867 0.4669 -0.031 0.156 -0.100 0.677
C 1.3241 1.4885 -0.2915 -0.059 -0.142 0.160 -1.470
C -2.7124 0.1859 0.1220 -0.789 0.033 0.091 -0.677
N -0.3983 -1.5694 -0.3789 -0.304 0.149 -0.071 -0.237
N 1.9714 -0.8834 0.1734 0.302 0.071 0.004 -0.733
O -1.3156 0.4835 0.2194 0.106 0.284 -0.067 -0.245
H 1.0167 0.4131 1.5692 -0.270 -0.448 -1.007 0.357
H 0.6071 2.2608 -0.0349 -0.077 0.099 -0.015 0.372
H 1.2876 1.3163 -1.3659 0.005 0.009 -0.111 0.401
H 2.3190 1.8422 -0.0340 0.036 -0.008 0.051 0.391
H -2.9222 -0.8148 -0.2467 0.121 -0.016 -0.054 0.366
H -3.1254 0.3066 1.1259 0.095 -0.087 -0.157 0.260
H -3.1586 0.9335 -0.5323 0.126 -0.128 -0.012 0.260
H 0.5379 -2.0024 -0.3560 -0.134 0.010 0.068 0.296
H -1.2218 -2.0912 -0.6343 -0.068 0.102 -0.053 0.165
H 2.6854 -0.9879 0.8811 -0.049 -0.013 0.033 0.257
H 2.4343 -0.7281 -0.7172 0.073 0.060 0.123 0.242

44
Properties=species:S:1:pos:R:3:forces:R:3:mulliken_charge:R:1 method="wB97M-V/def2-TZVPD" de_lowest_kcal_mol=27.3 total_charge=+2 e_tot_ha=-1207.57373 gap_ev=7.7 homo_ha=-0.5547
C -1.8983 0.9328 -4.8804 -1.175 0.622 -3.071 0.811
C -3.3740 1.0216 -4.6907 -0.235 -0.208 1.302 -1.241
C -1.2530 2.2179 -5.2719 0.779 0.363 1.062 -1.263
C -1.4490 -0.2444 -5.6762 0.683 -0.808 0.859 -1.246
Cl -1.1090 0.5101 -2.7477 -0.078 0.018 -0.217 -0.296
H -1.5878 2.4958 -6.2877 -0.082 -0.371 0.318 0.448
H -0.1632 2.1376 -5.2939 -0.130 -0.009 -0.114 0.359
H -1.5264 3.0342 -4.5986 -0.052 -0.061 -0.154 0.349
H -3.8523 1.2337 -5.6640 0.461 -0.065 0.168 0.448
H -3.6484 1.8269 -4.0046 0.008 -0.020 -0.177 0.348
H -3.7959 0.0867 -4.3125 0.030 0.083 -0.154 0.341
H -1.7913 -0.1276 -6.7205 -0.030 0.261 0.425 0.452
H -1.8656 -1.1805 -5.2951 -0.037 0.123 -0.123 0.332
H -0.3597 -0.3332 -5.6928 -0.128 0.066 -0.108 0.353
C -0.3884 0.7428 1.9968 -0.795 0.293 -0.333 -0.642
C 0.4189 1.7368 1.3794 -1.035 1.106 0.177 -0.566
C -0.3339 2.3695 0.3356 -0.877 0.097 1.426 -0.554
H 1.3854 2.0748 1.7436 -0.157 -0.323 -0.328 0.682
C -1.6680 1.7830 0.3599 0.039 0.310 1.166 -0.669
C -1.6812 0.7773 1.3852 0.147 1.741 0.092 -0.333
H -2.5657 0.2687 1.7720 0.358 -0.091 -0.481 0.605
H -0.1268 0.1091 2.8527 -0.022 0.363 -0.524 0.526
H -0.0462 3.2768 -0.1950 0.003 -0.442 -0.054 0.605
H -2.5493 2.1770 -0.1364 0.291 -0.231 -0.137 0.578
C 1.2802 -1.7209 0.2361 1.520 0.367 -0.881 -0.474
C 1.7905 -0.5843 0.9010 0.792 -0.504 -0.602 -0.623
C 2.2003 0.3774 -0.0891 0.804 -0.721 -0.253 -0.434
H 1.9393 -0.5272 1.9831 -0.173 0.220 -0.587 0.624
C 1.9584 -0.1784 -1.3822 1.138 -1.672 0.352 -0.677
C 1.3954 -1.5011 -1.1838 1.003 0.396 0.235 -0.450
H 1.2744 -2.2756 -1.9400 -0.290 0.445 0.111 0.539
H 1.0382 -2.6688 0.7152 -0.255 0.368 -0.183 0.697
H 2.7630 1.2920 0.1039 -0.443 -0.289 -0.104 0.551
H 2.3239 0.2204 -2.3286 -0.387 -0.012 0.283 0.568
Hf -0.1302 0.1932 -0.4533 -0.701 -0.677 0.760 1.212
C -2.6868 -3.5770 0.0257 -0.249 0.008 -0.167 -1.358
C -2.4923 -2.1950 -0.5347 0.048 0.414 0.059 -0.058
O -1.3184 -1.5516 0.0659 0.079 -0.780 0.822 -0.553
H -1.8018 -4.2098 -0.0576 0.029 0.141 -0.065 0.357
H -3.4728 -4.0387 -0.5667 -0.106 -0.192 0.036 0.421
H -3.0351 -3.5588 1.0596 0.080 0.056 -0.004 0.392
H -2.2766 -2.1703 -1.6068 -0.151 -0.183 0.169 0.201
H -3.3176 -1.5141 -0.3117 -0.170 -0.290 -0.158 0.294
H -1.0895 -1.9239 0.9464 -0.534 0.085 -0.841 0.343

100
Properties=species:S:1:pos:R:3:forces:R:3:mulliken_charge:R:1 method="wB97M-V/def2-TZVPD" smiles=CCCC#N.CCCC#N.CCCC#N.CCCC#N.CCCC#N.CCCC#N.CCCC#N.ClCCCl.ClCCCl de_lowest_kcal_mol=10.5 total_charge=0 e_tot_ha=-3477.48754 gap_ev=10.6 homo_ha=-0.3780
C 2.2091 -5.2190 2.2066 -1.760 -1.851 -0.717 -1.388
C 2.0449 -3.8147 2.6459 1.471 1.488 -0.648 0.227
C 3.3099 -2.9650 2.2397 -1.741 -0.203 -0.924 0.429
C 3.5382 -3.0048 0.7833 -0.263 -0.507 1.868 0.168
N 3.6756 -3.1283 -0.3379 0.154 0.005 -1.726 -0.462
H 1.2801 -5.7456 2.5206 0.390 -0.007 -0.479 0.362
H 2.9672 -5.7417 2.7552 0.793 -0.121 0.198 0.349
H 2.3520 -5.4215 1.0972 -0.136 0.624 1.344 0.280
H 1.8777 -3.6972 3.7178 0.275 -0.185 -0.005 0.427
H 1.2064 -3.2993 2.1940 -0.353 -0.151 -0.303 -0.202
H 4.1986 -3.2947 2.7354 0.522 0.162 0.488 0.506
H 2.9993 -1.9504 2.3939 0.555 0.718 0.793 -0.656
C 1.4361 3.6806 -4.2592 -2.184 -0.676 0.727 -1.155
C 0.6452 4.7638 -3.5238 -0.462 -0.700 0.437 -0.407
C 0.8532 4.9235 -1.9951 0.368 0.822 -0.103 0.265
C 2.2545 5.0162 -1.5420 -1.737 -0.113 -0.774 0.178
N 3.3330 5.0700 -1.1877 1.520 0.036 0.488 -0.530
H 1.2176 2.6684 -3.8844 -0.075 0.253 0.200 0.142
H 2.4487 3.8332 -4.0889 2.088 0.306 -0.402 0.505
H 1.0763 3.6606 -5.2870 0.608 0.200 -0.149 0.362
H -0.3999 4.4766 -3.5791 -0.342 0.240 -0.308 0.236
H 0.7657 5.6854 -4.0721 0.068 0.491 0.140 0.300
H 0.4248 4.0691 -1.4869 -0.154 -0.237 0.156 -0.210
H 0.3358 5.8392 -1.6116 0.301 -0.745 -0.390 0.343
C -3.1376 -4.5129 3.5552 -0.944 1.243 0.265 -1.254
C -2.4562 -3.2025 4.0242 0.203 -1.004 -0.553 -0.199
C -2.7951 -2.0976 3.0535 -0.537 -0.205 -0.956 0.361
C -2.3657 -0.7988 3.5219 -0.345 0.286 0.103 0.091
N -2.1589 0.2385 3.9651 0.255 0.293 -0.003 -0.545
H -4.2621 -4.4077 3.6613 1.279 -0.445 -0.092 0.324
H -2.7453 -5.3815 4.0596 -0.170 -0.227 0.411 0.383
H -2.8936 -4.6440 2.5021 -0.162 -0.020 -0.160 0.297
H -1.3777 -3.3647 3.9409 0.019 0.153 0.314 0.053
H -2.6732 -2.8608 5.0162 -0.282 -0.340 0.741 0.453
H -3.8865 -2.0288 2.7937 0.904 -0.135 0.320 0.419
H -2.2490 -2.3831 2.1548 -0.224 0.468 -0.408 -0.306
C -6.1924 1.6014 2.8225 0.476 -1.601 0.293 -1.109
C -5.3887 2.8469 2.5322 -0.085 -0.364 -1.882 -0.424
C -4.0886 2.4504 1.7467 -1.511 -1.138 0.766 0.304
C -4.2633 1.9087 0.4231 -0.663 -1.271 -3.377 0.294
N -4.3269 1.4356 -0.6484 0.103 1.096 2.495 -0.571
H -6.4094 1.0648 1.8896 0.088 0.197 -0.002 0.319
H -7.1482 1.7418 3.2842 -0.532 0.527 0.348 0.392
H -5.6734 0.8399 3.4629 -0.079 0.817 -0.410 0.195
H -5.0320 3.3955 3.3805 -0.143 0.196 0.667 0.332
H -6.0333 3.5082 1.9007 0.700 -0.234 0.506 0.268
H -3.6388 1.5849 2.2680 0.447 0.907 0.294 -0.325
H -3.4888 3.3044 1.6180 1.297 0.869 0.291 0.386
C 2.6267 -1.9504 -5.1895 -0.914 0.447 -0.039 -1.085
C 2.4958 -2.9858 -4.0666 1.114 -1.037 -2.095 -0.586
C 1.4308 -2.6745 -3.0588 -0.122 -0.742 0.521 -0.312
C 1.6522 -1.4103 -2.3589 0.744 2.277 1.384 0.218
N 1.8995 -0.3969 -1.8212 -0.743 -2.403 -1.498 -0.308
H 2.6508 -0.9123 -4.7900 0.313 -0.619 -0.150 0.264
H 1.6978 -1.9911 -5.7878 0.475 0.050 -0.110 0.268
H 3.5007 -2.1290 -5.8342 -0.392 0.087 0.254 0.347
H 3.5043 -3.1001 -3.6396 -0.569 -0.087 0.435 0.325
H 2.2360 -3.9989 -4.5504 0.385 1.396 0.799 0.308
H 1.4710 -3.5268 -2.3694 -0.285 0.527 0.417 0.209
H 0.4366 -2.6843 -3.5138 0.052 0.181 0.010 0.424
C 3.5996 1.7042 5.0752 -0.710 0.508 -0.478 -1.041
C 2.2699 2.3006 4.5930 0.186 0.823 1.529 -0.392
C 1.0168 1.5395 4.8612 -1.853 -2.097 -2.032 -0.490
C 1.1111 0.1404 4.3052 -0.457 4.452 1.421 0.085
N 1.2272 -0.9181 3.9572 0.347 -3.701 -1.339 -0.252
H 4.3403 2.2902 4.5458 0.559 -0.203 0.035 0.292
H 3.6645 0.6592 4.7796 0.236 -0.052 0.094 0.243
H 3.7600 1.8406 6.1431 -0.102 -0.215 0.042 0.362
H 2.3068 2.4970 3.5405 0.116 0.088 -0.614 0.195
H 2.0813 3.2499 5.1077 0.406 0.199 -0.268 0.373
H 0.1311 2.0057 4.3529 0.797 -0.323 0.232 0.209
H 0.6366 1.3346 5.8375 0.401 0.452 1.243 0.440
C -3.3664 -0.5672 -6.0875 0.048 -0.203 -1.171 -1.221
C -3.4765 0.2349 -4.8219 1.759 -1.549 0.476 -0.306
C -2.1139 0.9192 -4.5780 -0.218 -0.096 -0.360 0.095
C -1.8105 2.0327 -5.4999 1.420 1.823 -1.154 0.240
N -1.3847 2.9192 -6.1394 -1.329 -2.129 1.409 -0.542
H -2.8122 -1.4829 -5.9592 0.462 -0.298 0.237 0.313
H -2.8334 0.0266 -6.8378 -0.074 -0.107 -0.092 0.318
H -4.2914 -0.8893 -6.5611 -0.342 0.246 0.261 0.349
H -3.6505 -0.4573 -3.9597 -0.292 0.926 -0.555 0.255
H -4.1971 0.9813 -4.9553 -1.358 0.985 0.363 0.342
H -1.2885 0.1963 -4.6750 -0.237 0.176 0.098 0.092
H -2.1013 1.3290 -3.5851 0.167 0.246 0.579 0.060
Cl 3.2318 0.5540 1.3814 0.554 0.349 -0.791 0.041
C 3.9788 1.5924 0.0597 0.426 0.698 0.844 -0.442
C 4.8851 0.9215 -0.9357 -0.549 0.183 0.030 -0.189
Cl 6.3761 0.3450 -0.2011 0.352 -0.167 -0.034 -0.220
H 4.5038 2.4279 0.5925 -0.567 -0.815 -0.511 0.426
H 3.1588 1.9708 -0.5195 -0.594 0.302 0.023 -0.055
H 5.0852 1.6458 -1.7309 0.351 0.155 0.344 0.420
H 4.3658 0.1299 -1.4458 -0.061 -0.685 0.146 -0.055
Cl -0.8788 -2.4810 -0.1944 0.462 0.778 0.410 -0.318
C -0.2547 -0.8868 0.4489 -0.453 1.415 -0.239 0.494
C -1.0989 0.2472 -0.1997 1.871 -0.092 0.064 -0.483
Cl -0.3981 1.8941 0.4082 -0.764 -1.497 -0.569 -0.234
H 0.8125 -0.7335 0.2124 -0.603 -0.493 0.034 -0.204
H -0.4139 -0.7862 1.5259 0.136 -0.646 -0.071 -0.008
H -2.1272 0.1838 0.0633 -0.723 0.222 0.395 0.484
H -1.0124 0.2061 -1.2866 0.173 0.346 0.156 0.046

16
Properties=species:S:1:pos:R:3:forces:R:3:mulliken_charge:R:1 method="wB97M-V/def2-TZVPD" smiles="O=C=NC(=O)C=C=[S@H](=O)O.O" de_lowest_kcal_mol=0.0 total_charge=0 e_tot_ha=-984.42425 gap_ev=9.6 homo_ha=-0.3683
C 0.6147 -1.2282 -0.5228 2.460 -0.710 -0.082 -0.417
C -0.4169 -0.4487 -0.1975 -0.631 -1.620 0.887 -0.285
C 1.8320 -0.5172 -1.0758 -1.473 0.520 -0.886 0.312
C 1.7299 1.7720 -1.8994 0.291 -0.839 -1.092 0.622
N 1.4529 0.6002 -1.8378 -0.450 0.875 0.278 -0.273
O -2.7577 -1.7486 -0.1657 -0.369 0.186 -0.207 -0.528
O -1.9658 -0.4302 1.8569 0.070 -0.870 -0.310 -0.443
O 2.9758 -0.8184 -1.0131 0.877 -0.959 0.705 -0.490
O 1.9584 2.8679 -2.1903 -0.039 0.759 0.480 -0.409
O -0.8901 2.0187 1.4774 2.576 -1.060 -0.722 -0.728
S -1.6480 -1.3947 0.6613 -0.613 1.554 -0.765 0.933
H 0.9126 -2.3088 -0.3931 -0.980 0.969 0.307 0.329
H -0.9013 1.9328 0.4730 0.233 0.065 1.679 0.417
H -1.4788 0.4125 1.6780 -0.173 0.960 0.144 0.418
H 0.0841 1.7637 1.7359 -2.677 0.902 -0.920 0.387
H -1.5019 -2.4730 1.4131 0.899 -0.732 0.502 0.153

17
Properties=species:S:1:pos:R:3:forces:R:3:mulliken_charge:R:1 method="wB97M-V/def2-TZVPD" smiles=C#C[C@@H]1C[N@H+]1CC de_lowest_kcal_mol=70.6 total_charge=+1 e_tot_ha=-288.97042 gap_ev=11.7 homo_ha=-0.5457
C -2.1980 -2.6121 -1.2222 0.875 1.631 1.595 0.346
C -1.7883 -1.7236 -0.5294 0.221 1.280 -0.666 -1.114
C -1.2011 0.7446 -0.5751 0.069 -0.594 -1.480 -0.520
C -1.3574 -0.4925 0.1278 1.348 -3.425 -0.265 0.321
C 2.2777 1.0636 0.3869 -3.331 4.018 1.636 -1.335
C 0.9200 0.5717 0.9576 1.182 -1.736 1.891 -0.382
N 0.0931 0.0457 -0.1514 -0.974 1.304 -0.027 0.000
H -2.4759 -3.5342 -1.5398 -0.822 -2.039 -1.204 0.513
H -1.4564 0.5607 -1.6438 0.601 0.607 0.777 0.307
H -1.5013 1.6804 -0.1777 0.326 0.804 0.496 0.275
H -1.3448 -0.7056 1.1664 -0.529 0.994 1.223 0.359
H 2.8515 0.2759 0.2063 2.673 -3.386 -0.747 0.493
H 2.1102 1.6102 -0.5722 0.366 0.150 0.953 0.373
H 2.7178 1.6744 1.2402 -0.241 -0.469 -1.561 0.325
H 0.3382 1.3277 1.4965 0.315 -0.205 -0.024 0.407
H 1.2273 -0.3420 1.6891 -1.250 2.103 -1.551 0.286
H 0.7872 -0.1447 -0.8590 -0.829 -1.038 -1.044 0.347

21
Properties=species:S:1:pos:R:3:forces:R:3:mulliken_charge:R:1 method="wB97M-V/def2-TZVPD" smiles="CN1CC[C@@H](S(=O)(=O)O)C1" de_lowest_kcal_mol=37.1 total_charge=0 e_tot_ha=-875.71586 gap_ev=10.3 homo_ha=-0.3605
C 0.2960 -1.5735 0.0569 2.398 1.889 -3.690 -1.005
C -0.9763 -0.9561 -0.5164 0.813 -0.584 2.417 -0.693
C -0.2435 0.5641 1.1241 1.244 -0.786 -0.393 -1.067
C 0.8857 -0.5013 0.9443 -0.321 0.324 1.905 0.165
C -1.9050 1.3540 -0.5674 4.240 2.258 -1.891 -1.049
N -0.8400 0.4457 -0.1759 -1.059 0.629 -1.125 -0.120
O 1.5899 0.4594 -1.3714 -1.807 -0.258 -0.548 -0.556
O 2.7463 1.3549 0.4694 0.184 1.050 1.249 -0.645
O 3.2195 -0.9609 -0.1023 -1.145 0.526 -0.453 -0.606
S 2.2525 0.1108 0.0072 1.838 0.086 0.004 1.121
H 0.0336 -2.3808 0.5893 -0.421 -3.211 1.754 0.528
H 1.1185 -1.7939 -0.7807 -2.155 -0.213 1.872 0.210
H -1.1253 -1.2071 -1.4920 0.106 0.344 -3.284 0.468
H -1.7528 -1.5857 -0.1022 -1.119 0.708 1.083 0.397
H -0.8559 0.3663 1.9814 -0.848 -0.898 0.441 0.409
H 0.0907 1.5562 1.3570 0.633 0.668 -0.507 0.435
H 1.2306 -0.8978 1.9384 0.115 0.505 -1.126 0.492
H -2.7880 1.1543 -0.1526 -3.768 -0.874 1.719 0.408
H -1.5955 2.4247 -0.3081 -0.408 -1.434 -0.225 0.300
H -1.9561 1.3272 -1.6696 -0.315 -0.015 0.415 0.320
H 0.5751 0.7394 -1.2291 1.795 -0.714 0.383 0.489